[1]
{"formula": "CH5NS", "method": "ωB97M-V with the def2-TZVPD basis set", "elements": ["S", "N", "C", "H", "H", "H", "H", "H"], "xyz": [[-1.235, 2.266, 0.898], [1.226, -1.880, 0.179], [0.514, -1.014, -0.492], [0.884, -0.523, -1.461], [0.689, -2.275, 1.023], [-0.048, 2.515, 0.429], [-0.511, -1.072, -0.207], [-1.520, 1.982, -0.367]], "atomic_forces_ev_per_a": [[-0.700, -0.181, 0.161], [-0.724, 1.466, -0.034], [1.530, -2.859, 0.433], [-0.404, -0.670, 1.734], [0.687, 0.793, -1.811], [1.320, 0.369, 0.082], [-1.088, 1.273, -0.318], [-0.621, -0.191, -0.246]], "fmax_ha_per_bohr": 0.06362, "homo_lumo_gap_ev": 10.7, "multiplicity": 1, "e_homo_ev": -9.8784, "total_energy_ha": -493.978728, "smiles": "C=N.S", "relative_energy_kj_mol": 81.8}



[2]
{"formula": "C21H23FeI2N9O", "method": "ωB97M-V with the def2-TZVPD basis set", "elements": ["I", "I", "Fe", "O", "N", "N", "N", "N", "N", "N", "N", "N", "N", "C", "C", "C", "C", "C", "C", "C", "C", "C", "C", "C", "C", "C", "C", "C", "C", "C", "C", "C", "C", "C", "H", "H", "H", "H", "H", "H", "H", "H", "H", "H", "H", "H", "H", "H", "H", "H", "H", "H", "H", "H", "H", "H", "H"], "xyz": [[7.180, 6.517, 14.064], [12.261, 3.438, 13.176], [14.371, 7.532, 12.266], [12.806, 6.375, 11.867], [14.950, 5.841, 8.461], [18.804, 7.630, 12.751], [12.973, 9.346, 12.736], [19.912, 5.478, 12.309], [13.383, 7.723, 8.083], [15.811, 8.184, 8.181], [16.357, 7.714, 12.507], [14.298, 7.516, 14.278], [14.578, 7.590, 10.213], [19.352, 6.489, 12.496], [9.956, 5.241, 13.737], [15.649, 8.399, 9.608], [13.717, 8.566, 14.960], [14.955, 6.499, 16.352], [13.690, 6.281, 7.843], [14.890, 6.518, 14.986], [14.892, 6.166, 9.916], [14.518, 8.506, 7.535], [13.343, 7.998, 9.527], [17.533, 7.699, 12.674], [13.706, 8.547, 16.359], [11.542, 9.009, 12.365], [11.235, 5.251, 13.232], [9.221, 6.408, 13.695], [16.046, 6.707, 7.923], [13.211, 9.706, 14.186], [9.730, 7.613, 13.210], [14.234, 7.463, 17.072], [11.057, 7.656, 12.792], [11.766, 6.434, 12.626], [14.333, 9.558, 7.710], [14.099, 7.451, 18.169], [14.101, 5.548, 10.364], [13.298, 9.391, 16.913], [16.601, 8.195, 10.133], [9.523, 4.365, 14.200], [12.515, 7.447, 9.962], [14.599, 8.298, 6.470], [12.905, 5.648, 8.249], [15.591, 5.742, 16.849], [16.966, 6.432, 8.431], [15.887, 5.937, 10.337], [15.350, 5.720, 14.390], [15.481, 9.471, 9.786], [13.234, 9.068, 9.667], [13.732, 6.144, 6.770], [10.864, 9.712, 12.881], [11.460, 9.203, 11.275], [13.928, 10.541, 14.242], [12.267, 10.058, 14.631], [9.118, 8.510, 13.217], [16.127, 6.610, 6.825], [13.213, 10.172, 12.207]], "atomic_forces_ev_per_a": [[-0.426, -0.417, 0.382], [0.216, 0.247, -0.100], [-0.613, 0.513, -0.140], [1.125, 0.057, 0.244], [0.698, 1.783, 0.194], [-1.396, 2.022, 0.552], [-0.100, -0.013, 0.578], [-0.753, 1.304, 0.139], [0.921, -0.085, 0.164], [-0.810, -1.390, -0.317], [2.295, 0.392, 0.433], [-0.942, 0.548, 2.715], [0.574, 0.068, -1.363], [1.938, -3.171, -0.447], [-0.305, 0.194, 0.502], [1.543, 0.482, 0.377], [1.731, -2.674, 0.663], [0.015, -0.406, 1.360], [-0.042, 0.442, 0.616], [-0.142, 0.714, -1.141], [-0.257, -1.040, -0.790], [0.103, -0.437, 0.306], [-0.502, -0.892, -0.855], [-1.417, -0.528, -0.772], [-0.184, -0.285, 0.054], [0.698, 0.672, 0.061], [0.084, 0.685, -0.400], [-0.660, 1.132, -0.589], [-0.510, 0.749, 0.100], [-1.097, 0.446, -1.432], [0.814, -0.900, 0.751], [0.263, 0.630, -0.335], [-0.589, -0.378, -0.091], [-0.861, -0.475, 0.300], [-0.199, 0.315, -0.134], [0.443, -0.111, -0.776], [0.415, 0.161, -0.060], [-0.189, -0.206, -0.179], [-0.462, -0.209, -0.348], [0.056, -0.124, -0.191], [-0.086, 0.086, 0.048], [0.003, 0.114, -0.099], [-0.312, 0.115, 0.050], [-0.836, 0.382, -0.291], [0.155, -0.088, -0.193], [-0.498, 0.071, 0.021], [-0.136, 0.442, 0.215], [-0.347, -0.182, -0.030], [-0.179, 0.209, 0.077], [0.107, -0.138, -0.237], [0.314, 0.056, -0.353], [0.079, -0.287, 0.570], [-0.147, -0.277, -0.149], [0.217, 0.004, -0.030], [0.112, -0.117, 0.000], [0.028, -0.241, 0.549], [0.053, 0.035, -0.177]], "fmax_ha_per_bohr": 0.07278, "homo_lumo_gap_ev": [7.5, 7.4], "multiplicity": 5, "e_homo_ev": [-7.7657, -7.9192], "s2": 6.01, "total_energy_ha": -3241.166834, "relative_energy_kj_mol": 35.9}